# 1
Here is 2 unconnected molecules or ions with the total composition CHF2IO from the OMol25 dataset. Energies are from wB97M-V/def2-TZVPD.

Summary:
Multiplicity: 3
Gap between HOMO and LUMO (alpha / beta), eV: 5.4 / 6.8

Cartesian coordinates (Å):
H  0.590  0.390  -1.514
O  -0.858  -1.303  0.082
F  -0.798  -0.624  2.186
I  1.486  1.412  -2.283
F  0.055  0.620  0.684
C  -0.474  -0.496  0.844

---

# 2
Here is 5 unconnected molecules or ions with the total composition C27H33N5O10 from the OMol25 dataset. Energies are from wB97M-V/def2-TZVPD.

Summary:
Gap between HOMO and LUMO, eV: 3.5

Cartesian coordinates (Å):
C  6.002  50.945  -4.144
C  3.619  45.070  1.740
C  11.325  51.863  2.118
H  8.496  47.561  3.811
C  6.908  48.679  -2.295
H  3.244  46.044  1.223
N  5.587  52.068  -4.996
O  10.544  49.202  6.445
C  6.776  48.530  -3.729
C  3.826  46.006  4.228
H  6.581  50.214  -0.575
H  2.948  50.118  3.134
N  5.557  51.994  1.412
H  3.676  48.094  4.908
H  7.319  47.588  1.015
C  9.249  51.093  3.525
H  9.099  52.227  1.580
H  5.376  43.249  3.011
C  10.161  50.283  4.490
H  2.710  45.957  4.118
H  12.320  49.834  5.018
H  1.616  50.402  1.201
H  -0.851  50.052  0.879
O  -2.180  47.593  5.211
C  1.819  49.680  3.144
H  8.034  45.932  4.510
H  5.671  52.056  -1.993
H  5.334  43.943  4.586
H  5.603  47.658  1.120
H  5.968  47.134  5.173
C  4.521  45.154  2.953
H  8.598  46.136  2.810
H  6.112  48.757  4.370
N  5.864  45.610  2.684
O  5.462  52.047  -6.252
C  11.754  50.290  4.205
H  1.753  49.007  5.431
H  3.826  47.756  3.059
O  -0.328  47.594  6.404
C  1.076  49.993  1.973
O  6.446  44.917  1.765
H  5.813  49.476  -5.709
H  6.337  48.827  2.133
C  5.725  47.560  4.177
C  -0.426  49.736  1.846
C  4.745  43.758  3.566
H  11.741  52.302  1.210
C  12.118  51.151  3.059
O  5.112  52.901  0.607
C  6.319  49.613  -4.622
C  9.781  51.827  2.323
O  5.104  53.133  -4.388
H  3.842  44.484  0.930
C  6.417  47.751  1.812
H  2.724  44.753  2.302
O  4.789  51.088  1.854
O  8.458  49.436  5.696
H  3.747  43.249  3.506
C  5.990  51.047  -2.598
H  7.467  48.026  -1.616
O  6.799  51.812  1.506
N  9.696  49.589  5.615
H  13.264  51.101  2.980
C  1.183  49.178  4.512
H  6.818  47.533  -4.035
C  -1.113  48.989  3.125
H  4.246  45.554  5.138
C  6.468  49.885  -1.770
C  -0.280  48.568  4.329
C  7.930  46.553  3.562
N  -0.985  47.921  5.393
H  8.300  51.190  3.785
C  4.181  47.394  4.082
C  6.502  46.789  3.019
H  -2.053  48.764  3.032

---

# 3
Here is a gas-phase ion, C4H12F2N2P (charge +1) from the OMol25 dataset. Energies are from wB97M-V/def2-TZVPD.

Summary:
Total charge: +1
Gap between HOMO and LUMO, eV: 10.7
SMILES: CN(C)P(F)(F)=[N+](C)C

Cartesian coordinates (Å):
H  -2.816  -0.992  0.935
H  1.087  -1.595  1.404
H  2.788  -1.283  0.980
C  -1.727  -0.521  0.895
F  0.583  1.481  -1.777
H  -2.129  2.227  -1.253
P  0.411  0.811  -0.399
N  -1.473  0.366  -0.298
H  2.629  -0.728  -2.004
H  2.262  -2.109  -1.019
H  -2.170  2.268  0.538
H  0.925  -1.209  -2.015
F  0.796  1.994  0.542
C  1.887  -1.168  -1.369
N  1.602  -0.278  -0.191
C  -2.310  1.610  -0.215
H  -3.400  1.287  -0.270
H  -1.668  0.052  1.847
C  1.824  -0.832  1.067
H  1.972  -0.019  1.668
H  -1.073  -1.362  0.933

---

# 4
Here is a single C4H10N2 molecule from the OMol25 dataset. Energies are from wB97M-V/def2-TZVPD.

Summary:
Gap between HOMO and LUMO, eV: 10.0
SMILES: CC1N(C)N1C

Cartesian coordinates (Å):
H  1.803  1.574  0.341
N  -0.740  -0.112  0.373
H  2.287  -1.064  -0.432
C  -2.132  -0.283  0.033
C  0.818  1.748  0.130
H  -2.282  -1.398  0.059
N  -0.014  0.795  -0.460
H  -2.702  0.326  0.862
H  0.696  2.740  -0.608
H  -2.551  0.198  -0.855
H  1.736  -1.058  1.159
C  0.225  -0.584  -0.517
H  -0.160  -1.192  -1.521
H  0.486  2.063  1.123
H  1.141  -2.440  0.198
C  1.389  -1.312  0.113

---

Short version: energy relative to the best compared isomer or geometry (same formula, charge and spin) = 63.5; 0.0; 0.0; 90.9 kcal per mole, in the order given.